Record 1
Formula: C2H6N3O
Source: the OMol25 dataset
Level of theory: ωB97M-V/def2-TZVPD

The LUMO energy comes out at -3.252 eV. The calculation puts the HOMO energy at -15.4 eV. The calculation puts the energy relative to the best compared isomer or geometry (same formula, charge and spin) at 0.00 kcal/mol. For the total energy, the calculation gives -8683.2172 eV. Its maximum force is 1.69 eV Å⁻¹.

Structure (ORCA input):
```
! wB97M-V def2-TZVPD RIJCOSX def2/J DEFGRID3
* xyz 1 1
C 0.3758 -1.2410 -0.6419
C -0.7694 2.7617 0.2787
N -1.4446 3.3538 1.0397
N -0.7532 -0.6573 -0.3628
N 1.5189 -0.6169 -0.6030
O -0.1135 1.9804 -0.2875
H 0.3724 -2.2983 -0.8912
H -0.7506 0.3575 -0.2200
H -1.8797 4.2246 1.2420
H -1.6393 -1.1328 -0.4501
H 2.3916 -1.0902 -0.7884
H 1.5482 0.3797 -0.4027
*
```

=====

Record 2
Formula: IZn
Source: the OMol25 dataset
Level of theory: ωB97M-V/def2-TZVPD

The LUMO energy comes out at -7.806 eV. The calculation puts the HOMO energy at -16.2 eV. The calculation puts the energy relative to the best compared isomer or geometry (same formula, charge and spin) at 58.26 kcal/mol. For the total energy, the calculation gives -56507.5881 eV. Its maximum force is 15.33 eV Å⁻¹.

Structure (ORCA input):
```
! wB97M-V def2-TZVPD RIJCOSX def2/J DEFGRID3
* xyz 1 1
Zn -0.9479 0.0578 -0.1386
I 0.9479 -0.0578 0.1386
*
```

=====

Record 3
Formula: C38H74Br20N2O2
Source: the OMol25 dataset
Level of theory: ωB97M-V/def2-TZVPD

The LUMO energy comes out at 0.193 eV. The calculation puts the HOMO energy at -9.3 eV. For the total energy, the calculation gives -1448532.7680 eV. Its maximum force is 1.78 eV Å⁻¹. The SMILES is CCCCCCCCCC[C@H]1C[C@@H](CC(=O)N(C)C)NC1=O.BrCCBr.BrCCBr.BrCCBr.BrCCBr.BrCCBr.BrCCBr.BrCCBr.BrCCBr.BrCCBr.BrCCBr.

Structure (ORCA input):
```
! wB97M-V def2-TZVPD RIJCOSX def2/J DEFGRID3
* xyz 0 1
C -1.6251 0.5315 2.0967
C -0.7013 1.1001 1.0092
C -1.4342 2.0068 -0.0005
C -2.0216 1.1958 -1.1640
C -3.1774 1.8826 -1.9017
C -3.5418 1.2214 -3.2515
C -4.5096 0.0370 -3.0961
C -3.7147 -1.2074 -2.6171
C -4.0215 -2.5134 -3.3631
C -2.8464 -3.5111 -3.3207
C -2.8260 -4.4822 -2.1452
C -1.9491 -5.7279 -2.3957
C -1.2691 -6.0555 -1.0410
C 0.2038 -5.6662 -0.8753
C 1.1747 -6.3179 -1.8427
O 0.8360 -6.7699 -2.9167
N 2.5116 -6.3630 -1.3795
C 3.3002 -7.4653 -1.9415
C 3.1375 -5.0293 -1.4233
N -1.9597 -5.1600 -0.0293
C -2.2578 -3.9834 -0.8265
O -2.0267 -2.8679 -0.4837
H -2.1268 -0.3794 1.7518
H -2.4087 1.2532 2.3551
H -1.0781 0.2663 3.0076
H 0.1450 1.6341 1.4531
H -0.2694 0.2666 0.4374
H -0.7190 2.7194 -0.4195
H -2.2270 2.5760 0.5010
H -2.3438 0.2241 -0.7679
H -1.2163 0.9785 -1.8815
H -4.0574 1.8939 -1.2467
H -2.8812 2.9244 -2.0852
H -2.6022 0.8647 -3.6984
H -3.9183 1.9916 -3.9324
H -5.0569 -0.1720 -4.0227
H -5.2603 0.2878 -2.3368
H -2.6462 -1.0049 -2.7315
H -3.8953 -1.3598 -1.5487
H -4.9152 -2.9927 -2.9424
H -4.2060 -2.3015 -4.4221
H -2.8659 -4.1016 -4.2466
H -1.9021 -2.9485 -3.3321
H -3.8545 -4.7694 -1.8840
H -2.5945 -6.5453 -2.7119
H -1.1863 -5.4445 -3.1208
H -1.4682 -7.0474 -0.6281
H 0.3132 -4.5744 -0.9031
H 0.5230 -5.9728 0.1249
H 4.3032 -7.1266 -2.2147
H 3.4099 -8.2641 -1.2008
H 2.8399 -7.8807 -2.8402
H 2.9384 -4.4712 -0.5014
H 4.2181 -5.1411 -1.5067
H 2.7809 -4.4233 -2.2656
H -2.8821 -5.5432 0.1803
Br 0.3240 5.8545 2.5376
C 0.7196 5.4055 4.3883
C -0.5182 5.3482 5.2396
Br -1.2008 7.1184 5.6768
H 1.4332 6.1425 4.7455
H 1.1900 4.4253 4.3556
H -0.2985 4.8796 6.1949
H -1.3320 4.8209 4.7523
Br 1.7960 2.4720 7.4386
C 1.0078 1.3681 8.8351
C -0.4896 1.2551 8.7213
Br -1.3944 2.8699 9.3129
H 1.3156 1.8008 9.7817
H 1.4615 0.3865 8.7132
H -0.8561 0.4625 9.3694
H -0.8103 1.0699 7.7013
Br -3.1416 3.6390 -7.6708
C -3.5511 1.8055 -7.1716
C -5.0150 1.4883 -7.3283
Br -6.0856 2.2844 -5.9162
H -3.2140 1.6800 -6.1474
H -2.9566 1.1788 -7.8324
H -5.1727 0.4144 -7.2488
H -5.4212 1.8473 -8.2684
Br 2.9842 10.2567 8.1319
C 1.9168 10.9477 6.6601
C 1.3464 9.8403 5.8150
Br 2.7079 9.0303 4.6889
H 2.5639 11.6082 6.0922
H 1.1155 11.5237 7.1175
H 0.5935 10.2257 5.1312
H 0.9188 9.0384 6.4066
Br -0.0285 6.3302 -1.0103
C 1.5735 5.8925 -2.0125
C 1.3079 5.0269 -3.2112
Br 0.9268 3.1780 -2.7475
H 2.2544 5.4257 -1.3071
H 1.9859 6.8446 -2.3394
H 2.1956 4.9961 -3.8392
H 0.4616 5.3714 -3.7970
Br -2.8027 -9.4300 -1.9056
C -1.0570 -9.3636 -2.7638
C -1.1137 -9.8175 -4.1954
Br -1.2904 -11.7490 -4.3532
H -0.3923 -9.9716 -2.1578
H -0.7439 -8.3235 -2.7229
H -0.1861 -9.5601 -4.7014
H -1.9543 -9.3836 -4.7284
Br 5.8920 2.8128 8.0817
C 5.5736 0.9070 8.2585
C 6.0509 0.1356 7.0562
Br 4.8665 0.3511 5.5304
H 4.5069 0.7860 8.4238
H 6.1208 0.5960 9.1457
H 6.0616 -0.9304 7.2721
H 7.0370 0.4531 6.7331
Br 1.4572 -0.9901 -3.0633
C 3.0398 0.1213 -3.2572
C 4.3052 -0.6892 -3.1593
Br 4.6888 -1.2237 -1.3299
H 2.9783 0.8862 -2.4905
H 2.9594 0.5839 -4.2383
H 5.1584 -0.0958 -3.4800
H 4.2545 -1.6020 -3.7443
Br 8.7408 9.1474 7.1728
C 7.4889 8.5631 5.8037
C 6.0969 8.3727 6.3465
Br 5.9628 6.7487 7.4086
H 7.8939 7.6476 5.3850
H 7.4939 9.3458 5.0482
H 5.3959 8.2699 5.5228
H 5.7819 9.1899 6.9876
Br -4.3057 -7.2586 -5.1297
C -4.8385 -6.6932 -6.9145
C -4.3684 -5.2967 -7.2289
Br -5.4207 -3.9475 -6.3037
H -5.9191 -6.7824 -6.9584
H -4.3836 -7.4073 -7.5970
H -4.4799 -5.0868 -8.2900
H -3.3356 -5.1404 -6.9323
*
```

=====

Record 4
Formula: CHF3NO3SYb
Source: the OMol25 dataset
Level of theory: ωB97M-V/def2-TZVPD

The LUMO energy (alpha / beta) comes out at -0.934 / -0.936 eV. The calculation puts the HOMO energy (alpha / beta) at -8.2 / -8.2 eV. The calculation puts the energy relative to the best compared isomer or geometry (same formula, charge and spin) at 0.00 kcal/mol. For the total energy, the calculation gives -59198.6520 eV. As for the expectation value of S²: 0.75. Its maximum force is 1.62 eV Å⁻¹.

Structure (ORCA input):
```
! wB97M-V def2-TZVPD RIJCOSX def2/J DEFGRID3
* xyz 0 2
Yb -2.3317 1.5045 0.6219
O -1.2685 -0.3213 1.5117
N -0.5088 -1.2023 0.9772
S -0.1029 -0.7142 -0.6506
O -0.8764 0.5230 -0.9736
O -0.1302 -1.8355 -1.5724
C 1.6843 -0.1420 -0.5794
F 1.7204 1.1254 -0.2256
F 2.3234 -0.8786 0.3049
F 2.2256 -0.2953 -1.7702
H -2.7352 2.2361 2.3562
*
```

=====

Record 5
Formula: C2H3N4
Source: the OMol25 dataset
Level of theory: ωB97M-V/def2-TZVPD

The LUMO energy comes out at -5.952 eV. The calculation puts the HOMO energy at -14.9 eV. The calculation puts the energy relative to the best compared isomer or geometry (same formula, charge and spin) at 21.30 kcal/mol. For the total energy, the calculation gives -8070.6637 eV. Its maximum force is 4.84 eV Å⁻¹.

Structure (ORCA input):
```
! wB97M-V def2-TZVPD RIJCOSX def2/J DEFGRID3
* xyz 1 1
C -2.5607 0.6958 -0.0272
C -0.7844 -0.9392 -0.0277
N -1.9642 -1.1411 0.0185
N -3.0645 -0.4649 0.0552
N -1.6131 1.3697 -0.0046
N 0.5004 -1.0515 -0.0268
H -1.4369 2.3216 0.2300
H 1.2686 -0.8668 -0.6807
H 0.8057 -1.6402 0.8195
*
```

=====

Record 6
Formula: C26H29N3O4S
Source: the OMol25 dataset
Level of theory: ωB97M-V/def2-TZVPD

The LUMO energy comes out at -0.394 eV. The calculation puts the HOMO energy at -8.8 eV. The calculation puts the energy relative to the best compared isomer or geometry (same formula, charge and spin) at 29.74 kcal/mol. For the total energy, the calculation gives -50928.6207 eV. Its maximum force is 0.85 eV Å⁻¹. The SMILES is CC(=O)c1ccc(S(=O)(=O)NCc2ccc(C(=O)NC[C@@H](c3ccccc3)N(C)C)cc2)cc1.

Structure (ORCA input):
```
! wB97M-V def2-TZVPD RIJCOSX def2/J DEFGRID3
* xyz 0 1
C 2.0272 1.8375 -2.7691
C 1.8379 2.3119 -1.3583
O 2.7342 2.2794 -0.5432
C 0.4771 2.7920 -0.9703
C 0.2245 2.9620 0.3922
C -1.0277 3.3391 0.8360
C -2.0284 3.5675 -0.0888
C -1.7894 3.4551 -1.4436
C -0.5402 3.0541 -1.8862
H -0.3671 2.9483 -2.9448
H -2.5881 3.6675 -2.1357
S -3.6439 4.0582 0.5067
O -3.8609 5.4343 0.1711
O -3.7612 3.6616 1.8825
N -4.7086 3.1793 -0.4540
H -5.5316 3.7411 -0.6161
C -4.9932 1.8334 0.0283
C -3.7380 1.0327 -0.1704
C -2.9329 0.6806 0.9034
C -1.6894 0.1118 0.6936
C -1.2268 -0.0986 -0.6007
C -2.0737 0.1745 -1.6719
C -3.3161 0.7328 -1.4607
H -3.9564 0.9696 -2.2969
H -1.7210 -0.0443 -2.6684
C 0.1475 -0.5763 -0.9322
O 0.4132 -1.0650 -2.0170
N 1.0880 -0.3318 0.0043
H 0.8190 0.0863 0.8795
C 2.4327 -0.8480 -0.0853
H 3.1338 -0.0167 0.0254
H 2.5336 -1.2927 -1.0769
C 2.6750 -1.9337 0.9879
N 3.8283 -2.7584 0.6489
C 5.0382 -1.9831 0.4615
H 4.9344 -1.3315 -0.4020
H 5.8620 -2.6696 0.2723
H 5.2910 -1.3714 1.3419
C 4.0387 -3.7852 1.6512
H 4.8488 -4.4351 1.3247
H 4.2998 -3.3659 2.6362
H 3.1352 -4.3823 1.7570
C 1.4204 -2.7741 1.0517
C 0.5259 -2.6391 2.1039
C -0.6688 -3.3387 2.1059
C -0.9778 -4.1814 1.0533
C -0.0835 -4.3307 0.0059
C 1.1074 -3.6294 0.0025
H 1.8075 -3.7377 -0.8105
H -0.3203 -4.9900 -0.8157
H -1.9125 -4.7224 1.0509
H -1.3593 -3.2222 2.9288
H 0.7654 -1.9829 2.9310
H 2.8241 -1.4313 1.9672
H -1.0918 -0.1696 1.5480
H -3.2703 0.8843 1.9082
H -5.8163 1.4257 -0.5629
H -5.2740 1.8511 1.0881
H -1.2542 3.4509 1.8844
H 1.0320 2.7847 1.0874
H 1.4023 0.9607 -2.9373
H 1.7503 2.6078 -3.4835
H 3.0684 1.5634 -2.9191
*
```

=====

Record 7
Formula: C2H9NO2
Source: the OMol25 dataset
Level of theory: ωB97M-V/def2-TZVPD

The LUMO energy comes out at 0.687 eV. The calculation puts the HOMO energy at -9.3 eV. The calculation puts the energy relative to the best compared isomer or geometry (same formula, charge and spin) at 28.73 kcal/mol. For the total energy, the calculation gives -7803.4799 eV. Its maximum force is 7.23 eV Å⁻¹. The SMILES is C=CN.O.O.

Structure (ORCA input):
```
! wB97M-V def2-TZVPD RIJCOSX def2/J DEFGRID3
* xyz 0 1
C -0.4174 -1.0281 0.8318
C 0.4717 -0.4741 -0.0363
N 0.7233 -0.8587 -1.4337
H -1.1029 -1.7270 0.4564
H -0.3441 -0.8708 1.9202
H 1.1590 0.3392 0.3782
H 0.4356 -1.7953 -1.4742
H 1.6377 -0.7007 -1.6737
H 0.2049 1.8437 2.0003
H 0.8493 0.5935 2.4589
O 0.6138 1.4291 2.7328
H -0.7685 0.7030 -2.2098
H -1.8599 1.4531 -1.6055
O -1.6025 1.0930 -2.3454
*
```

=====

Record 8
Formula: C13H19NRh
Source: the OMol25 dataset
Level of theory: ωB97M-V/def2-TZVPD

The LUMO energy (alpha / beta) comes out at 3.179 / 1.669 eV. The calculation puts the HOMO energy (alpha / beta) at 0.6 / -4.9 eV. For the total energy, the calculation gives -18277.4174 eV. As for the expectation value of S²: 6.01. Its maximum force is 7.69 eV Å⁻¹.

Structure (ORCA input):
```
! wB97M-V def2-TZVPD RIJCOSX def2/J DEFGRID3
* xyz -1 5
C 3.8654 1.2955 0.3084
C 3.4685 2.6235 -0.2110
C 2.6400 2.3833 -1.3786
C 2.5376 0.9436 -1.5416
C 3.3159 0.2963 -0.5511
Rh 1.9008 1.5303 0.2425
N 0.5329 0.2217 1.4354
C 0.2204 1.4454 2.6327
C 0.6555 2.5921 1.7948
H 2.2486 3.1634 -2.0010
H 3.8121 3.5794 0.1509
H 2.0937 0.4947 -2.3854
H 3.5100 -0.7482 -0.4831
H 4.5880 1.1716 1.1003
H 1.4149 3.2627 2.1843
H 0.9016 1.2019 3.4362
H 0.9767 -0.2849 2.2076
H -0.0950 2.9774 1.0866
H -0.8296 1.3090 2.6949
C -3.4572 -0.9127 -0.8349
C -2.2930 -1.8700 -0.6579
C -2.6934 -2.9914 0.2914
C -2.0329 -2.4918 -2.0231
C -1.1802 -1.0652 0.0070
C -0.4748 -0.3172 0.7176
H -4.3507 -1.4506 -1.1472
H -3.2315 -0.1551 -1.5843
H -3.6726 -0.4043 0.1012
H -3.5790 -3.4845 -0.1157
H -1.8888 -3.7200 0.4149
H -2.9162 -2.5856 1.2799
H -1.8400 -1.7611 -2.8090
H -1.2155 -3.2109 -2.0349
H -2.9322 -3.0381 -2.3280
*
```

=====

- Which value of total energy does entry 3 give?
  -1448532.7680 eV

=====

- Which formula does entry 3 have?
  C38H74Br20N2O2

=====

- Which value of maximum force does entry 5 give?
  4.84 eV Å⁻¹

=====

- Among the records above, which one has the highest maximum force?
  IZn